Entry 1:
# C30H28FN3O3RhTe

A molecular structure, C30H28FN3O3RhTe in a non-equilibrium geometry (wB97M-V/def2-TZVPD, the OMol25 dataset).

The value obtained for the HOMO-LUMO gap (alpha / beta) is 8.19 / 5.77 eV. The spin multiplicity is 5. Its max |F| is 1.21 eV Å⁻¹. As for the charge: +1. The value obtained for the energy above the lowest of the compared OMol25 structures with the same formula, charge and spin is 0.740 eV. The calculation puts the highest occupied orbital energy (alpha / beta) at -10.814 / -11.056 eV. Its total energy is -2028.220798 Ha. The lowest unoccupied orbital energy (alpha / beta) is -2.63 / -5.28 eV.

The geometry in XYZ format:
```
67
Properties=species:S:1:pos:R:3:forces:R:3:mulliken_spin:R:1
Rh -1.18952 -0.39493 1.19167 0.0 1.2 0.0 2.404
C -0.77602 5.78000 5.49699 0.0 -0.1 0.0 0.000
C 0.03781 4.57894 5.93949 -0.1 0.2 0.2 -0.001
C -0.40643 4.01532 7.28682 0.2 -0.1 0.0 0.001
C 0.65614 3.03730 7.77209 -0.1 0.0 0.0 0.001
C 1.00031 2.04169 6.69078 0.0 0.0 0.1 0.003
C 1.61142 0.85000 7.01847 0.0 0.1 0.0 -0.004
C 1.87173 -0.10157 6.03836 0.0 0.0 -0.2 0.008
F 2.46570 -1.24928 6.39491 0.0 0.0 0.0 -0.001
C 1.51030 0.09171 4.73411 0.0 -0.1 0.1 0.028
C 0.85647 1.27741 4.38247 0.0 0.1 -0.2 -0.018
C 0.29428 1.40475 3.04178 -0.1 0.6 0.4 0.043
O 0.56050 0.53945 2.15462 -0.2 -0.4 -0.1 0.076
C -0.56329 2.51914 2.85984 -0.4 -0.5 -0.5 -0.013
C -0.59551 3.52594 3.78706 0.2 0.0 0.2 -0.009
N 0.02301 3.46200 4.97244 -0.2 -0.1 -0.2 0.011
C 0.63833 2.27559 5.34780 0.1 -0.3 -0.1 -0.006
C -1.59196 2.58998 1.73325 0.7 0.5 0.4 0.018
O -1.82885 3.65889 1.20186 -0.2 -0.2 0.0 0.018
O -2.20556 1.47378 1.50698 0.0 -0.7 -0.2 0.109
H -0.70214 6.53787 6.27508 0.0 0.0 0.0 0.000
H -1.83269 5.54070 5.36975 0.0 0.0 0.0 0.000
H -0.38773 6.21399 4.57555 -0.1 0.0 0.0 0.000
H 1.08516 4.88528 6.02788 0.0 0.0 0.0 0.000
H -1.36659 3.50800 7.15732 0.0 0.0 0.0 0.000
H -0.55095 4.81792 8.00873 0.0 0.0 0.0 0.000
H 0.31135 2.50187 8.65732 0.1 0.0 0.0 0.000
H 1.55561 3.58831 8.06031 0.0 0.0 0.0 0.000
H 1.88040 0.64038 8.04627 0.0 0.0 0.0 0.000
H 1.69733 -0.66182 3.98247 0.0 0.0 0.0 -0.027
H -1.15547 4.41908 3.55081 0.0 0.0 0.0 0.003
C -3.00601 -3.96672 8.21154 0.1 0.0 0.0 -0.003
C -2.44580 -3.59821 6.87160 0.0 0.1 0.0 0.069
C -1.57386 -4.44925 6.20002 0.0 -0.1 0.0 -0.013
C -1.02597 -4.11636 4.97763 0.1 0.0 -0.2 -0.024
C -0.07614 -5.08377 4.32382 0.0 0.0 0.0 0.034
C -1.36445 -2.87968 4.37614 0.0 0.2 -0.1 0.023
Te -0.50371 -2.59925 2.45709 -0.3 -0.2 0.8 1.103
C -2.22818 -1.98848 5.05442 0.0 -0.1 0.0 -0.030
C -2.65072 -0.62412 4.60166 0.0 0.0 0.0 0.043
C -2.74754 -2.38038 6.28283 0.0 -0.1 0.0 -0.030
H -3.17504 -5.03982 8.28610 0.0 0.0 0.0 0.002
H -3.93924 -3.44111 8.40655 0.0 0.0 0.0 0.001
H -2.29787 -3.68695 8.99523 0.0 0.0 0.0 0.007
H -1.31776 -5.40268 6.64706 0.0 0.0 0.0 0.000
H 0.04691 -5.97365 4.93685 0.0 0.0 0.0 0.004
H 0.90468 -4.62480 4.18693 0.0 -0.1 0.0 -0.001
H -0.44099 -5.39964 3.34535 0.1 -0.1 0.0 -0.004
H -2.28659 -0.38022 3.62083 0.2 0.2 -0.4 0.000
H -2.27955 0.12933 5.29825 0.0 0.0 0.0 0.008
H -3.73840 -0.54620 4.57866 0.0 0.0 0.0 0.002
H -3.42190 -1.70174 6.79413 0.0 0.0 0.0 0.001
N -4.03920 0.81928 -1.03659 0.0 0.1 -0.1 0.014
C -2.71482 0.63376 -1.11091 -0.1 0.0 -0.1 0.039
N -2.34001 -0.53808 -0.63066 0.1 -0.2 0.0 0.077
C -3.51578 -1.15411 -0.18592 -0.5 0.2 -0.2 -0.037
C -3.73692 -2.41879 0.36106 0.1 0.0 0.0 0.067
C -5.03384 -2.75093 0.69826 0.0 0.0 0.0 -0.001
C -6.09698 -1.86632 0.47764 0.0 0.0 0.0 0.013
C -5.90076 -0.62866 -0.10363 -0.1 0.1 0.0 0.003
C -4.59537 -0.28895 -0.42841 0.2 -0.4 0.2 0.001
H -4.52920 1.65310 -1.31509 0.1 0.0 0.0 -0.001
H -2.04483 1.37010 -1.52387 0.0 0.0 0.1 0.002
H -2.92651 -3.12508 0.48261 0.0 0.0 0.0 -0.014
H -5.24157 -3.72079 1.12972 0.0 0.0 0.0 0.001
H -7.09662 -2.17330 0.75318 0.0 0.0 0.0 0.001
H -6.72648 0.04162 -0.30246 0.0 0.0 0.0 0.000
```
Positions in Å, forces in eV/Å.

---

Entry 2:
# C30H28N2SiW

A molecular structure, C30H28N2SiW in a non-equilibrium geometry (wB97M-V/def2-TZVPD, the OMol25 dataset).

The value obtained for the HOMO-LUMO gap (alpha / beta) is 5.98 / 6.12 eV. The spin multiplicity is 3. Its max |F| is 6.35 eV Å⁻¹. As for the charge: +2. The value obtained for the energy above the lowest of the compared OMol25 structures with the same formula, charge and spin is 5.040 eV. The calculation puts the highest occupied orbital energy (alpha / beta) at -13.070 / -13.510 eV. Its total energy is -1625.300060 Ha. The lowest unoccupied orbital energy (alpha / beta) is -7.09 / -7.39 eV.

The geometry in XYZ format:
```
62
Properties=species:S:1:pos:R:3:forces:R:3:mulliken_spin:R:1
C 1.28169 1.91070 0.85397 -0.4 0.5 0.3 0.012
C 0.32823 2.37237 -0.11443 0.2 0.8 0.7 -0.101
C -0.88170 2.71978 0.56296 -0.1 1.3 -1.3 0.154
H 0.55467 2.55310 -1.15876 -0.3 -0.2 0.2 -0.001
C -0.67556 2.55560 1.94310 0.9 0.2 0.8 -0.030
C 0.64607 2.03139 2.13679 1.0 1.3 0.8 0.022
H 1.16044 1.86844 3.10089 -0.6 0.0 -0.7 0.004
H 2.31516 1.57033 0.63561 -1.0 0.3 0.3 0.000
H -1.74245 3.18040 0.07426 0.3 -0.2 0.3 0.044
H -1.34666 2.88455 2.73131 0.1 -0.3 -0.2 0.008
W -0.55742 0.49570 0.96222 3.9 3.4 -3.6 1.741
C -1.64033 -0.90065 0.11357 -2.4 -3.4 -1.3 0.000
H -2.66908 -0.51333 0.12288 -0.2 -0.7 0.1 -0.001
H -1.46757 -1.67509 0.89387 -1.0 -0.3 -0.6 0.026
H -1.49874 -1.43616 -0.84880 0.1 0.6 0.5 0.021
Si 0.35415 0.60146 -2.88484 -3.5 -2.8 1.7 -0.028
C 1.14273 -0.93487 -3.46655 0.0 1.3 -1.8 -0.002
C 2.14047 0.01348 -3.86831 3.0 -1.7 0.1 -0.003
H 1.94169 0.77342 -4.63251 -0.2 0.4 1.0 0.000
C 3.48426 -0.21663 -3.49757 -0.6 -0.8 -1.3 0.002
H 4.17619 0.61651 -3.54856 0.3 -0.4 -0.2 0.000
C 3.85168 -1.54770 -3.26070 0.1 0.3 1.3 -0.003
H 4.90235 -1.75110 -2.99991 -0.6 -0.1 -0.3 0.000
C 2.89133 -2.58804 -3.25795 -0.1 0.6 -0.6 0.002
H 3.24821 -3.62469 -3.17573 -0.4 0.5 -0.2 0.000
C 1.51517 -2.27902 -3.37654 1.2 -0.7 0.6 0.000
H 0.81852 -3.11703 -3.51484 0.0 0.6 0.8 0.000
C -1.35265 1.17750 -3.19463 -0.7 -1.0 -1.4 0.001
C -1.15857 1.81278 -4.45861 -0.3 0.8 1.3 0.000
H -0.54845 1.34119 -5.23388 0.2 0.3 0.2 0.000
C -1.61948 3.11807 -4.59715 -0.2 -0.3 -0.4 0.001
H -1.29593 3.68729 -5.46619 -0.4 0.0 0.1 0.000
C -2.41304 3.67604 -3.58966 0.4 0.2 -0.2 -0.001
H -2.68933 4.72770 -3.68096 0.0 -0.3 0.2 0.000
C -2.83234 2.89830 -2.51213 -0.5 0.3 -0.4 0.002
H -3.45871 3.36381 -1.75577 -0.3 -0.2 -0.2 -0.001
C -2.40116 1.57996 -2.37037 0.5 0.9 0.1 0.046
H -2.86045 0.93716 -1.62151 0.7 0.2 0.3 -0.032
H 0.12768 0.22582 -0.98420 0.5 0.3 -0.7 -0.006
H 1.00991 1.81831 -3.14008 0.7 1.2 0.8 -0.002
C 2.63638 -2.46935 1.24150 0.4 -0.5 0.4 -0.021
C 1.98818 -1.30573 0.84018 -1.7 0.0 1.0 0.065
N 0.84593 -0.91024 1.49641 1.0 -2.3 0.6 -0.028
C 0.40273 -1.62019 2.62624 0.9 0.6 -1.4 0.045
C 1.09769 -2.73668 3.11893 -0.4 0.9 -0.3 0.005
C 2.21533 -3.17679 2.37082 -0.2 0.5 -0.3 0.054
C 0.60616 -3.27280 4.35390 -0.3 0.0 0.2 0.002
C -0.48259 -2.72530 4.99499 0.7 -0.9 0.3 -0.006
C -1.25903 -1.63135 4.48890 1.3 -0.1 -1.0 0.018
C -2.34236 -0.98733 5.11990 0.2 -0.2 0.0 0.022
C -3.00584 0.05556 4.49500 -0.2 -0.4 0.5 -0.004
C -2.61185 0.45168 3.22992 1.5 -0.6 -0.3 0.002
N -1.47563 -0.06011 2.68566 -0.7 -1.1 1.5 -0.056
C -0.78342 -1.12631 3.26255 -1.6 1.4 0.5 0.004
H 3.49676 -2.80676 0.64474 -0.4 0.1 0.5 0.001
H 2.33995 -0.72994 -0.02545 -0.4 -0.2 0.4 0.014
H 2.73567 -4.06091 2.70241 0.2 -0.1 -0.1 0.001
H 1.17218 -4.12528 4.73705 -0.5 0.3 0.3 0.000
H -0.75793 -3.13510 5.95135 -0.1 -0.2 0.2 0.000
H -2.62678 -1.34315 6.10534 -0.1 0.2 -0.1 0.000
H -3.81881 0.58152 4.98198 0.0 -0.2 -0.1 0.001
H -3.15368 1.20770 2.65739 0.3 -0.2 0.2 0.008
```
Positions in Å, forces in eV/Å.

---

Entry 3:
# C30H28N3O3S5Sn

A molecular structure, C30H28N3O3S5Sn (wB97M-V/def2-TZVPD, the OMol25 dataset).

The value obtained for the HOMO-LUMO gap is 6.92 eV. The spin multiplicity is 1. Its max |F| is 0.72 eV Å⁻¹. As for the charge: +1. The value obtained for the energy above the lowest of the compared OMol25 structures with the same formula, charge and spin is 0.713 eV. The calculation puts the highest occupied orbital energy at -10.389 eV. Its total energy is -3755.046869 Ha. The lowest unoccupied orbital energy is -3.47 eV.

The geometry in XYZ format:
```
70
Properties=species:S:1:pos:R:3:forces:R:3:mulliken_charge:R:1
Sn -1.30520 0.59999 0.28155 -0.1 -0.4 0.6 1.586
C -1.76032 1.06557 3.46664 -0.1 0.0 -0.1 -1.073
N -0.75697 0.53649 2.52686 0.2 0.0 0.0 0.428
C -0.44466 -0.86553 2.87865 0.0 0.0 0.0 -1.062
C 0.48288 1.34335 2.58548 0.0 0.1 0.0 -1.304
C 1.38354 1.03837 1.41611 0.0 0.0 0.0 0.513
C 2.76831 1.09330 1.53518 0.0 0.0 0.0 -0.809
C 3.56861 0.88311 0.42403 0.0 0.0 0.0 -0.847
C 2.99124 0.60034 -0.80886 0.1 0.0 0.0 -0.744
C 1.61243 0.51556 -0.92697 0.0 -0.1 -0.1 -1.155
C 0.81764 0.73791 0.18561 -0.2 0.1 -0.1 1.240
H -1.39586 0.96184 4.49161 0.0 0.0 0.0 0.350
H -2.68728 0.50672 3.34845 0.0 0.0 0.0 0.316
H -1.95282 2.11379 3.25229 0.0 0.0 0.0 0.359
H -0.07370 -0.91389 3.90607 0.0 0.0 0.0 0.409
H 0.32199 -1.25389 2.21007 0.0 0.0 0.0 0.204
H -1.34888 -1.46690 2.80179 0.0 0.0 0.0 0.405
H 0.98941 1.18053 3.54135 0.0 0.0 0.0 0.512
H 0.18352 2.39479 2.54875 0.0 0.0 0.0 0.292
H 3.21638 1.31001 2.49786 0.0 0.0 0.0 0.506
H 4.64502 0.93673 0.51808 0.0 0.0 0.0 0.461
H 3.61890 0.43292 -1.67443 0.0 0.0 0.0 0.515
H 1.17132 0.25440 -1.88076 0.0 0.0 0.0 0.572
O -7.80213 0.89712 -1.44016 0.0 0.0 0.1 -0.501
C -6.73278 0.86812 -0.91551 0.1 0.0 -0.2 0.563
S -5.94206 -0.63154 -0.36346 0.0 0.0 0.1 -0.124
C -4.50255 0.13864 0.26510 0.1 -0.3 0.0 0.031
C -4.40406 1.46899 0.13641 0.1 0.2 0.0 0.100
S -2.93737 2.37102 0.40853 0.0 0.4 -0.4 -0.258
S -5.72320 2.31123 -0.64577 0.0 0.0 0.1 -0.109
S -3.17997 -0.89440 0.75053 -0.3 -0.1 -0.2 -0.367
N 1.91976 7.43685 -2.73824 0.0 0.0 0.0 -0.356
C 1.81069 7.05775 -1.44195 0.0 0.0 0.0 0.157
O 2.27866 7.68746 -0.51794 0.0 0.0 0.0 -0.588
C 1.07223 5.76746 -1.18744 0.0 -0.1 0.0 0.842
C 0.99841 4.71982 -2.09527 0.0 0.0 0.0 -0.843
C 0.33202 3.56288 -1.72182 0.0 0.0 -0.1 -0.434
N -0.26207 3.40281 -0.54308 0.1 0.1 0.1 0.087
C -0.19619 4.42155 0.31531 0.0 0.1 0.0 -0.201
C 0.46565 5.60608 0.05036 0.0 0.0 0.0 -0.923
H 2.36842 8.31663 -2.93107 0.0 0.0 0.0 0.239
H 1.38013 7.00384 -3.46475 0.0 0.0 0.0 0.193
H 1.47324 4.77043 -3.06603 0.0 0.0 0.0 0.391
H 0.28127 2.72458 -2.40886 0.0 0.0 0.0 0.463
H -0.70698 4.28985 1.26445 0.0 0.0 0.0 0.468
H 0.52086 6.39872 0.78313 0.0 0.0 0.0 0.487
O -0.52150 -1.60197 -0.49440 0.2 0.1 0.0 -0.444
S -0.83757 -3.03392 -0.09704 0.0 -0.1 -0.1 0.054
C -0.79895 -3.97648 -1.60486 0.0 0.0 0.1 0.571
C 0.21119 -3.77372 -2.53580 0.0 0.0 0.0 -0.286
C 0.20114 -4.51949 -3.69971 0.0 0.0 0.0 -0.751
C -0.80434 -5.45733 -3.91757 0.0 0.0 0.0 -0.457
C -1.80732 -5.64726 -2.98136 0.0 0.0 0.0 -0.612
C -1.81288 -4.89628 -1.81296 0.0 0.0 0.0 -0.311
C 0.66369 -3.62924 0.66915 -0.1 0.0 0.0 0.603
C 0.61364 -4.85690 1.31498 0.0 0.0 0.0 -0.725
C 1.75659 -5.33411 1.93607 0.0 0.0 0.0 -0.604
C 2.92333 -4.57966 1.91938 0.0 0.0 0.0 -0.588
C 2.95195 -3.34748 1.28206 0.0 0.0 0.0 -0.630
C 1.81589 -2.86218 0.64943 0.0 0.0 0.0 0.142
H 0.98505 -3.04023 -2.34581 0.0 0.0 0.0 0.331
H 0.97708 -4.37811 -4.43981 0.0 0.0 0.0 0.413
H -0.80325 -6.03999 -4.82905 0.0 0.0 0.0 0.397
H -2.59129 -6.37025 -3.16025 0.0 0.0 0.0 0.408
H -2.60080 -5.01742 -1.07967 0.0 0.0 0.0 0.453
H -0.30306 -5.43507 1.32984 0.0 0.0 0.0 0.457
H 1.73557 -6.29133 2.43908 0.0 0.0 0.0 0.407
H 3.81162 -4.95423 2.41008 0.0 0.0 0.0 0.405
H 3.86032 -2.75938 1.27497 0.0 0.0 0.0 0.499
H 1.81641 -1.89936 0.15538 0.0 0.0 0.0 0.276
```
Positions in Å, forces in eV/Å.

---

The lowest max |F| belongs to which entry?
C30H28N3O3S5Sn

---

Which value of max |F| does entry 1 give?
1.21 eV Å⁻¹